1.
# C2H3N2O4S

An isolated ion of composition C2H3N2O4S and charge -1 at a distorted geometry (the ωB97M-V functional and the def2-TZVPD basis, OMol25).

Calculated values
- HOMO energy: -4.906 eV
- DFT total energy: -886.66285 a.u.
- Energy above the lowest of the compared OMol25 structures with the same formula, charge and spin: 1.105 eV
- Total charge: -1
- Kohn-Sham gap: 8.76 eV

```
12
C2H3N2O4S, DFT the ωB97M-V functional and the def2-TZVPD basis
C -1.70 -0.01 0.77
C -0.11 -0.64 -0.52
N -0.92 -0.95 0.57
N -0.67 0.68 -1.16
O 1.34 1.29 0.55
O 1.95 -0.96 1.27
O 2.51 -0.41 -1.01
O -1.80 0.93 -0.21
S 1.62 -0.11 0.13
H -2.42 0.11 1.56
H 0.06 -1.37 -1.23
H 0.15 1.44 -0.72
```


2.
# C2H3N2OP

One molecule with the formula C2H3N2OP at a distorted geometry (the ωB97M-V functional and the def2-TZVPD basis, OMol25).

Calculated values
- HOMO energy (alpha / beta): -7.558 / -7.544 eV
- DFT total energy: -603.96408 a.u.
- Energy above the lowest of the compared OMol25 structures with the same formula, charge and spin: 3.747 eV
- Kohn-Sham gap (alpha / beta): 7.28 / 7.46 eV

```
9
C2H3N2OP, DFT the ωB97M-V functional and the def2-TZVPD basis
C -0.50 0.29 -0.70
C -1.40 0.58 -1.53
N -0.39 0.67 0.67
N 0.48 0.10 1.46
O -1.85 0.70 -2.58
P 1.55 -1.14 1.48
H 0.09 -0.47 -1.21
H 0.50 0.62 2.42
H 1.52 -1.35 -0.01
```


3.
# C2H3N2P

One molecule with the formula C2H3N2P at a distorted geometry (the ωB97M-V functional and the def2-TZVPD basis, OMol25).

Calculated values
- HOMO energy (alpha / beta): -8.572 / -8.569 eV
- DFT total energy: -528.70381 a.u.
- Energy above the lowest of the compared OMol25 structures with the same formula, charge and spin: 3.751 eV
- Kohn-Sham gap (alpha / beta): 6.26 / 6.26 eV

```
8
C2H3N2P, DFT the ωB97M-V functional and the def2-TZVPD basis
C -1.36 -0.51 0.21
C 0.58 0.78 0.20
N -1.00 -1.58 -0.28
N -0.67 0.72 0.27
P 1.83 -0.55 0.07
H -2.37 -0.37 0.62
H 0.99 1.78 0.21
H 2.00 -0.27 -1.29
```